w.
Here is 2 unconnected molecules or ions with the total composition C4H11N3 from the OMol25 dataset. Energies are from ωB97M-V/def2-TZVPD.

The geometry in XYZ format:
```
18
C4H11N3, DFT ωB97M-V/def2-TZVPD
N -1.9887 1.1387 -1.2707
C -1.5631 -0.1891 -1.2589
C -0.4661 -0.6522 -1.8621
N -0.1555 -2.0543 -1.7836
H -1.2315 1.7988 -1.3521
H -2.5481 1.3754 -0.4771
H -2.1815 -0.9051 -0.7338
H 0.1755 0.0100 -2.4405
H 0.7944 -2.1845 -1.4539
H -0.1722 -2.4636 -2.7115
C 0.4565 -0.0198 2.7042
C 1.4446 0.8268 2.4192
N 2.0475 0.9704 1.1678
H 0.0881 -0.7150 1.9604
H -0.0148 0.0015 3.6747
H 1.8324 1.5035 3.1719
H 1.8025 0.2445 0.5098
H 3.0379 1.1317 1.2175
```

Properties
SMILES string = N/C=C/N.C=CN
Molecular weight = 101.153 g mol⁻¹
Gap between HOMO and LUMO = 9.18 eV
E_LUMO = 1.0059 eV

And the Löwdin charges, in e, turn out to be: 0.03 -0.22 -0.25 -0.02 0.08 0.07 0.11 0.10 0.05 0.06 -0.03 -0.31 0.03 0.04 0.04 0.10 0.07 0.07

=====

x.
Here is C4H11N3 in the gas phase from the OMol25 dataset. Energies are from ωB97M-V/def2-TZVPD.

The geometry in XYZ format:
```
18
C4H11N3, DFT ωB97M-V/def2-TZVPD
C 0.4148 -0.8502 -1.8167
C 0.5982 -0.6645 -0.5180
N 1.4948 -1.8255 0.2313
N 0.1035 -0.0344 0.5516
C 0.9869 0.5991 1.5276
N -0.7190 1.1280 -0.2785
C -2.1487 0.9898 -0.2468
H -0.1140 -0.1381 -2.4235
H 0.9268 -1.6617 -2.3054
H 1.0897 -2.7450 0.0903
H 1.7310 -1.7832 1.2157
H 0.5380 1.5450 1.8241
H 1.0384 -0.0294 2.4180
H 1.9974 0.7565 1.1432
H -0.2169 1.8780 -0.7405
H -2.4877 0.1619 0.3770
H -2.6051 0.7972 -1.2275
H -2.6283 1.8764 0.1781
```

Properties
SMILES string = C=C(N)N(C)NC
Molecular weight = 101.153 g mol⁻¹
Gap between HOMO and LUMO = 9.35 eV
E_LUMO = 0.9771 eV

And the Löwdin charges, in e, turn out to be: 0.03 -0.39 0.04 -0.08 -0.08 -0.09 -0.15 0.04 0.05 0.04 0.02 0.08 0.08 0.09 0.11 0.08 0.06 0.06

=====

w wins, 66.0 kcal/mol ahead of the next structure.

=====

w.
Here is 2 unconnected molecules or ions with the total composition C4H11N3 from the OMol25 dataset. Energies are from ωB97M-V/def2-TZVPD.

The geometry in XYZ format:
```
18
C4H11N3, DFT ωB97M-V/def2-TZVPD
N -2.5011 -2.1322 2.4908
C -1.3695 -1.2550 2.3363
C -0.7619 -1.0976 1.1639
N 0.3151 -0.2601 0.9279
H -3.0859 -1.7852 3.2397
H -2.1881 -3.0546 2.7741
H -0.9849 -0.7391 3.2147
H -1.1502 -1.6182 0.3004
H 0.4178 0.5252 1.5448
H 0.6383 -0.1264 -0.0132
C 0.2623 2.0704 -2.6225
N 0.6900 1.1531 -1.8769
C 2.1300 0.9008 -1.8975
H -0.7989 2.2993 -2.6025
H 0.9155 2.6306 -3.3041
H 2.5259 1.1305 -0.9071
H 2.6418 1.5084 -2.6459
H 2.3036 -0.1499 -2.1228
```

Properties
SMILES string = N/C=C/N.C=NC
Molecular weight = 101.153 g mol⁻¹
Gap between HOMO and LUMO = 8.30 eV
E_LUMO = 1.0204 eV

And the Löwdin charges, in e, turn out to be: -0.02 -0.25 -0.23 0.04 0.05 0.06 0.09 0.11 0.08 0.02 -0.07 -0.10 -0.14 0.07 0.07 0.08 0.06 0.08

=====

x.
Here is 2 unconnected molecules or ions with the total composition C4H11N3 from the OMol25 dataset. Energies are from ωB97M-V/def2-TZVPD.

The geometry in XYZ format:
```
18
C4H11N3, DFT ωB97M-V/def2-TZVPD
C 1.5734 -1.3327 -0.2982
C 0.1853 -0.5374 -0.5391
C 0.4821 0.6792 0.2722
C -2.1034 -0.3652 0.0403
H 1.7224 -2.4251 -0.8644
H 2.5120 -0.5553 -0.5965
H 1.5747 -1.3812 0.7883
H 0.2436 -0.2506 -1.5317
H 1.5950 0.5334 0.5994
H 0.1700 0.8325 1.4479
H 1.0304 2.4989 0.6316
H 0.0051 2.2512 -0.7487
H -1.0411 -2.0746 0.7213
H -2.9115 -0.9186 0.8189
H -2.9686 1.4125 0.1084
N 0.8946 2.0290 -0.1883
N -0.9351 -1.1182 0.0348
N -2.0288 0.7222 -0.6962
```

Properties
Molecular weight = 101.153 g mol⁻¹
Gap between HOMO and LUMO = 8.80 eV
E_LUMO = 0.4576 eV

And the Löwdin charges, in e, turn out to be: -0.08 -0.44 -0.35 -0.41 0.11 0.14 0.04 0.11 0.08 0.16 0.01 0.08 0.23 0.16 0.20 -0.02 -0.06 0.02

=====

w wins, 115.5 kcal/mol ahead of the next structure.

=====

w.
Here is a molecular structure, C4H11N3 from the OMol25 dataset. Energies are from ωB97M-V/def2-TZVPD.

The geometry in XYZ format:
```
18
C4H11N3, DFT ωB97M-V/def2-TZVPD
C 1.7591 -0.6005 0.3098
C -2.1475 -1.0621 0.3105
C -1.6388 1.2821 -0.2656
C 2.6434 0.1953 -0.6366
N -1.1570 -0.0528 0.0139
N 0.0183 -0.1876 0.8334
N 0.7865 0.7959 0.9271
H 2.2494 -0.9198 1.2221
H 1.3494 -1.4604 -0.2204
H -2.8448 -0.7431 1.0993
H -2.1496 1.3019 -1.2305
H -2.3303 1.6425 0.5094
H -1.6369 -1.9679 0.6412
H -2.7330 -1.2933 -0.5842
H -0.7745 1.9497 -0.2911
H 2.0687 0.5594 -1.4883
H 3.4197 -0.4794 -1.0084
H 3.1178 1.0401 -0.1417
```

Properties
Molecular weight = 101.153 g mol⁻¹
Gap between HOMO and LUMO = 8.52 eV
E_LUMO = 1.0439 eV

And the Löwdin charges, in e, turn out to be: -0.15 -0.10 -0.10 -0.13 -0.25 -0.16 0.04 0.09 0.10 0.08 0.08 0.08 0.08 0.08 0.06 0.07 0.07 0.07

=====

x.
Here is 2 unconnected molecules or ions with the total composition C4H11N3 from the OMol25 dataset. Energies are from ωB97M-V/def2-TZVPD.

The geometry in XYZ format:
```
18
C4H11N3, DFT ωB97M-V/def2-TZVPD
N 0.4211 -2.8956 -1.0255
C 0.4162 -1.7667 -0.4317
N 1.0650 -1.4743 0.7248
N -0.0704 -0.6619 -1.1598
H 0.7609 -3.6328 -0.4103
H 1.0183 -0.5360 1.0938
H 1.6445 -2.2110 1.1016
H -1.0764 -0.6505 -0.9638
H 0.0631 -0.8155 -2.1606
C -1.2385 1.0431 0.8015
C 0.0225 1.3795 -0.5090
C -0.2730 2.1906 0.7573
H -1.0816 0.3160 1.5916
H -2.2721 1.2716 0.5573
H -0.3355 1.8451 -1.4250
H 1.0970 1.2367 -0.5955
H 0.5301 2.1849 1.4919
H -0.6911 3.1768 0.5613
```

Properties
SMILES string = N=C(N)N.C1CC1
Molecular weight = 101.153 g mol⁻¹
Gap between HOMO and LUMO = 8.28 eV
E_LUMO = 0.9211 eV

And the Löwdin charges, in e, turn out to be: 0.09 -0.61 0.14 0.01 0.03 0.08 0.10 0.10 0.11 -0.09 -0.14 -0.29 0.06 0.07 0.08 0.08 0.09 0.09

=====

y.
Here is C4H11N3 in the gas phase from the OMol25 dataset. Energies are from ωB97M-V/def2-TZVPD.

The geometry in XYZ format:
```
18
C4H11N3, DFT ωB97M-V/def2-TZVPD
N -1.7643 -1.4850 -0.7741
C -2.0165 -0.1262 -0.6383
N -1.3359 0.8598 -1.0308
C 0.0272 0.5978 -1.4552
C 1.0227 0.6090 -0.2728
C 0.5736 0.2064 1.1224
N 1.7324 -0.2012 1.9052
H -2.2001 -2.0595 -0.0823
H -0.7835 -1.7225 -0.8389
H -3.0268 0.1005 -0.3143
H 0.0894 -0.2692 -2.1311
H 0.3952 1.3797 -2.1179
H 1.3795 1.6371 -0.2188
H 1.8977 0.0152 -0.5053
H -0.0794 -0.6704 1.0877
H 0.0025 1.0138 1.5783
H 1.5629 -0.2989 2.8930
H 2.5235 0.4136 1.7932
```

Properties
SMILES string = N/C=N\CCCN
Molecular weight = 101.153 g mol⁻¹
Gap between HOMO and LUMO = 10.08 eV
E_LUMO = 1.0013 eV

And the Löwdin charges, in e, turn out to be: 0.09 -0.32 0.02 -0.25 -0.19 -0.31 -0.02 0.08 0.07 0.11 0.10 0.10 0.10 0.10 0.09 0.11 0.06 0.06

=====

y wins, 77.8 kcal/mol ahead of the next structure.